Entry 1:
Below is a structure of composition C30H45N3O5OsP at a distorted geometry, with properties calculated with wB97M-V/def2-TZVPD.

Kohn-Sham gap (spin up / spin down) in eV: 7.397 / 6.336
ΔE to the lowest compared entry with this formula, charge and spin in kcal per mole: 6.75
E_HOMO (spin up / spin down) in eV: -10.99 / -10.99
Max |F| in eV/A: 3.58
Energy in Eh: -2142.4492

```
! wB97M-V def2-TZVPD RIJCOSX def2/J DEFGRID3
* xyz 1 5
Os 10.125 -13.914 8.310
C 12.380 -15.885 11.490
C 11.936 -17.246 11.556
C 10.918 -17.595 10.744
C 10.392 -16.649 9.793
N 10.752 -15.325 9.851
C 11.668 -14.948 10.763
C 9.367 -17.080 8.783
C 8.929 -18.345 8.475
C 7.983 -18.519 7.487
C 7.587 -17.426 6.730
C 8.065 -16.176 7.054
N 8.848 -16.007 8.161
H 13.091 -15.498 12.265
H 12.460 -17.886 12.243
H 10.537 -18.594 10.737
H 11.891 -13.898 10.757
H 9.313 -19.178 9.049
H 7.558 -19.470 7.305
H 6.831 -17.532 5.959
H 7.815 -15.293 6.454
C 13.170 -9.626 6.915
N 12.538 -9.864 8.272
C 13.625 -10.241 9.139
C 11.555 -10.930 8.130
C 10.730 -11.139 9.350
C 10.444 -10.092 10.184
C 9.580 -10.278 11.284
C 8.891 -11.460 11.479
C 9.179 -12.537 10.638
C 10.083 -12.353 9.560
H 13.970 -8.899 6.918
H 12.435 -9.250 6.176
H 13.597 -10.502 6.403
H 14.396 -9.514 9.044
H 14.054 -11.194 8.838
H 13.337 -10.318 10.158
H 11.989 -11.861 7.739
H 10.860 -10.461 7.437
H 11.046 -9.207 10.028
H 9.337 -9.372 11.880
H 8.186 -11.540 12.236
H 8.739 -13.471 10.890
C 12.007 -13.348 4.535
C 13.182 -14.295 4.463
C 14.467 -13.600 4.075
C 12.966 -15.509 3.670
O 13.428 -14.812 5.844
P 12.549 -15.046 7.131
O 12.617 -13.956 8.144
O 11.143 -15.389 6.759
O 13.201 -16.438 7.623
C 14.593 -16.714 8.003
C 15.219 -17.435 6.744
C 14.548 -17.534 9.256
C 15.402 -15.371 8.313
H 12.003 -12.710 3.675
H 12.272 -12.643 5.365
H 11.036 -13.897 4.643
H 14.173 -13.144 3.055
H 15.246 -14.355 4.031
H 14.825 -12.838 4.813
H 12.980 -15.273 2.584
H 12.099 -16.155 3.989
H 13.875 -16.117 3.949
H 14.673 -18.291 6.333
H 16.193 -17.765 7.036
H 15.252 -16.673 5.941
H 13.668 -18.213 9.196
H 14.465 -16.926 10.171
H 15.433 -18.129 9.346
H 15.509 -14.710 7.465
H 16.427 -15.628 8.631
H 14.917 -14.825 9.110
C 7.399 -12.031 5.686
C 7.940 -12.235 7.075
C 6.923 -12.727 8.048
O 9.119 -13.115 6.918
H 6.700 -11.254 5.590
H 6.898 -12.976 5.380
H 8.140 -11.762 4.985
H 8.435 -11.333 7.518
H 6.476 -13.676 7.832
H 6.031 -12.041 8.015
H 7.304 -12.777 9.020
*
```

Atomic partial charges in e from the Löwdin method, atoms 1 to 6: 1.779 -0.022 -0.031 0.010 -0.122 -0.052

---

Entry 2:
Below is a structure of composition C3H5NaO3 at a distorted geometry, with properties calculated with wB97M-V/def2-TZVPD.

Kohn-Sham gap in eV: 2.892
ΔE to the lowest compared entry with this formula, charge and spin in kcal per mole: 79.48
E_HOMO in eV: -4.85
Max |F| in eV/A: 1.86
Energy in Eh: -505.2088

```
! wB97M-V def2-TZVPD RIJCOSX def2/J DEFGRID3
* xyz 0 1
H -2.142 0.465 -2.017
O 0.488 0.964 0.428
C 0.915 -0.094 1.059
C -0.678 0.514 -0.601
O 1.826 -0.091 1.874
O 0.315 -1.210 0.678
C -0.506 -1.004 -0.491
Na 3.096 1.606 2.424
H -0.282 0.924 -1.535
H -1.609 0.879 -0.156
H 0.029 -1.425 -1.348
H -1.451 -1.527 -0.315
*
```

Atomic partial charges in e from the Löwdin method, atoms 1 to 6: -0.078 -0.008 -0.663 -0.217 -0.017 0.046

---

Entry 3:
Below is a structure of composition C48H37CrF7O4Pd at a distorted geometry, with properties calculated with wB97M-V/def2-TZVPD.

Kohn-Sham gap (spin up / spin down) in eV: 3.736 / 2.118
E_HOMO (spin up / spin down) in eV: -14.15 / -14.07
Max |F| in eV/A: 7.13
Energy in Eh: -4022.4000

```
! wB97M-V def2-TZVPD RIJCOSX def2/J DEFGRID3
* xyz 3 8
Pd -14.697 4.311 -9.556
Cr -13.938 11.541 -5.890
C -13.064 7.638 -7.204
C -13.915 6.699 -7.763
C -15.231 7.094 -8.312
O -16.030 6.258 -8.914
C -15.739 8.363 -8.139
C -14.917 9.356 -7.480
C -13.502 8.957 -6.886
O -12.927 9.840 -6.184
O -15.282 10.516 -7.146
O -13.433 5.502 -7.946
H -12.013 7.407 -7.109
H -16.689 8.633 -8.577
F -15.703 6.270 -3.064
C -14.456 6.798 -2.803
C -13.844 6.801 -1.560
C -12.556 7.245 -1.443
C -11.774 7.676 -2.569
C -12.425 7.676 -3.798
C -13.729 7.286 -3.899
H -14.363 6.453 -0.679
H -12.019 7.172 -0.509
H -10.783 8.075 -2.410
H -11.926 7.900 -4.729
H -14.187 7.351 -4.875
F -15.202 13.315 -6.381
C -15.950 13.801 -7.486
C -15.985 13.100 -8.713
C -16.666 13.609 -9.750
C -17.097 14.922 -9.748
C -16.995 15.663 -8.581
C -16.496 15.057 -7.418
H -15.417 12.195 -8.875
H -16.780 12.989 -10.627
H -17.598 15.386 -10.584
H -17.468 16.634 -8.584
H -16.354 15.630 -6.513
F -9.126 2.238 -6.222
C -10.186 2.805 -5.604
C -10.074 3.319 -4.319
C -11.171 3.691 -3.600
C -12.448 3.676 -4.192
C -12.540 3.321 -5.549
C -11.421 2.788 -6.231
H -9.104 3.414 -3.854
H -10.924 4.049 -2.612
H -13.361 3.996 -3.712
H -13.433 3.456 -6.141
H -11.595 2.536 -7.267
F -7.145 7.026 -2.924
C -7.573 7.079 -4.261
C -8.778 6.551 -4.527
C -9.265 6.682 -5.809
C -8.451 7.104 -6.869
C -7.244 7.571 -6.597
C -6.780 7.510 -5.283
H -9.356 6.310 -3.647
H -10.264 6.317 -5.997
H -8.851 7.074 -7.872
H -6.694 7.837 -7.488
H -5.853 8.045 -5.140
F -12.963 12.024 -7.696
C -12.036 12.255 -8.502
C -12.009 13.418 -9.258
C -10.932 13.662 -10.081
C -9.896 12.688 -10.211
C -10.029 11.517 -9.505
C -11.114 11.248 -8.638
H -12.700 14.238 -9.126
H -10.859 14.565 -10.668
H -9.007 12.748 -10.820
H -9.304 10.737 -9.682
H -11.206 10.362 -8.028
F -22.088 8.392 -6.067
C -21.768 8.930 -7.272
C -22.708 8.915 -8.214
C -22.326 9.461 -9.472
C -21.048 9.904 -9.750
C -20.109 9.843 -8.759
C -20.448 9.363 -7.477
H -23.742 8.696 -7.990
H -23.125 9.717 -10.151
H -20.945 10.480 -10.658
H -19.117 10.232 -8.934
H -19.803 9.158 -6.635
F -15.663 11.321 -11.626
C -14.609 10.509 -11.830
C -13.350 10.903 -12.175
C -12.305 10.056 -12.082
C -12.498 8.767 -11.627
C -13.781 8.303 -11.441
C -14.835 9.211 -11.463
H -13.264 11.883 -12.621
H -11.316 10.378 -12.374
H -11.698 8.054 -11.497
H -13.965 7.251 -11.276
H -15.774 8.852 -11.068
*
```

Atomic partial charges in e from the Löwdin method, atoms 1 to 6: 0.839 1.237 0.067 -0.291 -0.264 0.050

---

Entry 4:
Below is a structure of composition C29H49N7O9PRhSbSi3, with properties calculated with wB97M-V/def2-TZVPD.

Kohn-Sham gap (spin up / spin down) in eV: 7.550 / 4.991
ΔE to the lowest compared entry with this formula, charge and spin in kcal per mole: 58.98
E_HOMO (spin up / spin down) in eV: -10.57 / -10.80
Max |F| in eV/A: 0.80
Energy in Eh: -3755.1968

```
! wB97M-V def2-TZVPD RIJCOSX def2/J DEFGRID3
* xyz 1 5
Rh -0.028 -0.004 1.036
O -2.976 0.107 3.773
C -2.457 0.653 2.813
O -1.181 0.862 2.672
C -3.248 1.256 1.681
C -4.291 2.131 1.888
C -4.782 2.871 0.817
C -4.197 2.836 -0.430
C -3.151 1.949 -0.609
C -2.731 1.040 0.381
O -1.937 0.026 0.125
N -2.340 2.080 -1.804
O -1.118 1.965 -1.650
O -2.851 2.374 -2.857
N -5.900 3.796 1.038
O -6.285 4.442 0.084
O -6.372 3.846 2.153
H -4.712 2.270 2.874
H -4.525 3.494 -1.220
C -1.443 -2.942 5.162
N -0.184 -2.259 5.459
C 0.909 -3.220 5.416
N 1.009 -3.936 4.142
C -0.280 -4.581 3.871
N -1.418 -3.667 3.886
C -1.384 -2.741 2.758
P 0.145 -1.708 2.814
C 0.036 -1.129 4.566
C 1.406 -3.039 3.056
H -2.252 -2.211 5.142
H -1.634 -3.665 5.956
H 0.746 -3.960 6.201
H 1.853 -2.709 5.616
H -0.440 -5.335 4.642
H -0.233 -5.084 2.902
H -2.251 -2.078 2.794
H -1.424 -3.297 1.818
H -0.786 -0.417 4.629
H 0.967 -0.624 4.839
H 2.368 -2.581 3.300
H 1.551 -3.624 2.146
O 1.949 4.858 -3.542
C 0.970 5.444 -2.697
N 0.860 4.656 -1.506
C 1.592 4.963 -0.399
O 2.241 5.980 -0.278
C 1.552 3.962 0.721
C 1.788 4.396 2.021
C 1.773 3.477 3.054
C 1.524 2.148 2.763
N 1.344 1.717 1.513
C 1.350 2.610 0.516
H 2.264 5.525 -4.160
H -0.002 5.471 -3.194
H 1.263 6.449 -2.397
H 0.347 3.789 -1.549
H 1.980 5.446 2.197
H 1.931 3.781 4.079
H 1.454 1.403 3.544
H 1.203 2.207 -0.480
C -1.498 -0.109 -4.717
Si 0.285 0.227 -4.229
C 0.710 2.042 -4.323
C 1.512 -0.761 -5.248
Sb 0.469 -0.589 -1.761
Si -0.583 -2.974 -1.855
C -2.409 -2.814 -1.502
C -0.230 -3.643 -3.569
C 0.333 -3.980 -0.566
Si 3.045 -0.726 -1.252
C 3.629 -2.027 -2.466
C 3.323 -1.307 0.499
C 3.758 0.967 -1.586
H -2.078 0.815 -4.698
H -2.008 -0.826 -4.072
H -1.533 -0.510 -5.733
H 0.869 2.303 -5.374
H 1.630 2.300 -3.796
H -0.085 2.674 -3.936
H 1.269 -0.585 -6.300
H 1.479 -1.838 -5.081
H 2.532 -0.410 -5.088
H -2.968 -2.607 -2.417
H -2.630 -2.028 -0.781
H -2.772 -3.766 -1.104
H -0.638 -3.025 -4.368
H -0.704 -4.627 -3.642
H 0.838 -3.785 -3.742
H 0.333 -3.470 0.397
H 1.369 -4.167 -0.855
H -0.157 -4.948 -0.435
H 2.986 -2.908 -2.494
H 4.613 -2.358 -2.116
H 3.740 -1.649 -3.481
H 2.903 -2.303 0.650
H 2.904 -0.626 1.241
H 4.401 -1.371 0.674
H 3.347 1.439 -2.478
H 4.836 0.858 -1.743
H 3.617 1.642 -0.740
*
```

Atomic partial charges in e from the Löwdin method, atoms 1 to 6: 0.813 0.069 -0.591 -0.198 -0.039 0.093